Entry 1:
A 2-piece molecular cluster, C7H7Cl2FNS overall at a distorted geometry, computed with ωB97M-V/def2-TZVPD.

Structure (XYZ):
```
19
Properties=species:S:1:pos:R:3:mulliken_charge:R:1
C 0.9499 -0.4527 0.8297 -0.433
C 1.7742 0.1217 1.7212 -0.697
C -0.6077 1.4676 1.0201 -0.512
C -0.2900 0.1612 0.4276 0.918
C 1.4194 1.2980 2.3401 0.271
C 0.2205 2.0251 1.9169 0.097
C -1.1229 -0.6128 -0.4033 -0.012
N -2.3415 -0.4446 -0.7179 -0.285
F 0.9606 -1.9332 -3.5996 -0.244
S 0.3191 -3.1167 -4.5735 0.078
Cl 2.5473 2.1506 3.3868 -0.111
Cl -0.0427 3.5442 2.5986 -0.144
H 1.2100 -1.3420 0.2844 0.378
H 2.6615 -0.3705 2.0965 0.402
H -1.5555 1.9758 0.8090 0.294
H -0.5901 -1.4069 -0.8861 0.306
H -3.0790 -1.1473 -1.1405 0.327
H 0.3605 -2.2946 -5.5976 0.173
H -2.7936 0.3772 -0.5123 0.195
```

Computed properties:
HOMO-LUMO gap = 0.25997 Eh
Charge = +1
Multiplicity = 1
LUMO = -5.35 eV

=====

Entry 2:
A 2-piece molecular cluster, C7H7ClF3N2O2 overall at a distorted geometry, computed with ωB97M-V/def2-TZVPD.

Structure (XYZ):
```
22
Properties=species:S:1:pos:R:3:mulliken_charge:R:1
C 0.1977 0.8223 -1.0516 -0.373
C 1.3473 1.6606 -1.2040 -0.740
C 0.0642 -0.0137 -0.0085 0.224
C 2.4677 1.3226 -0.4191 0.296
C 1.0029 -0.1350 1.1082 -0.436
C 2.3339 0.3518 0.5884 -0.877
C 2.8901 -1.7295 -0.7758 0.722
N 3.3238 0.1018 1.6193 1.063
N -1.2851 -0.6904 0.1182 -0.173
O 2.9419 -0.3825 2.6712 -0.603
O 4.4710 0.2689 1.2917 -0.553
F 4.0950 -2.1474 -0.7535 -0.150
F 1.9204 -2.5544 -0.3372 -0.200
F 2.6355 -1.1543 -1.9837 -0.207
Cl 4.0490 2.0284 -0.6945 -0.092
H -0.6424 0.9798 -1.8507 0.251
H 1.3969 2.4391 -1.9546 0.449
H 0.5494 0.5155 2.0390 0.449
H 0.9480 -1.1208 1.4037 0.774
H -1.1662 -1.3796 0.9550 0.426
H -1.6059 -1.0704 -0.8072 0.395
H -2.1125 -0.1434 0.1716 0.354
```

Computed properties:
HOMO-LUMO gap (alpha / beta) = 0.25916 / 0.29452 Eh
Charge = +1
Multiplicity = 1
LUMO (alpha / beta) = -5.54 / -4.36 eV

=====

Total energy values, unit eV, following the record order: -47451.738 -35108.067.